*A*
# C4H12N4

C4H12N4 in the gas phase (ωB97M-V/def2-TZVPD, OMol25).

Each line ends with the Mulliken charge.
Positions of all 20 atoms, in Å:
N1 0.818 0.432 0.340  0.018
N2 -1.075 -0.806 0.143  -0.449
N3 -1.165 1.542 -0.243  -0.486
H1 1.534 2.408 0.540  0.326
H2 0.905 -1.493 1.386  0.398
H3 2.626 1.265 -0.249  0.376
C1 -2.508 -0.931 0.094  -1.151
C2 1.481 -1.002 0.603  -0.781
H4 -0.771 2.384 0.145  0.201
C3 1.580 1.557 -0.153  -1.136
N4 1.580 -1.856 -0.518  -0.560
C4 -0.518 0.353 0.088  0.601
H5 -2.169 1.501 -0.166  0.265
H6 1.225 1.900 -1.131  0.404
H7 2.024 -1.400 -1.307  0.237
H8 2.465 -0.716 0.971  0.432
H9 -3.024 -0.320 0.850  0.349
H10 -2.752 -1.976 0.290  0.289
H11 -2.915 -0.666 -0.892  0.350
H12 0.657 -2.174 -0.792  0.315

Computed properties:
E_HOMO ... -8.04 eV
SMILES ... C/N=C(\N)N(C)CN
E_LUMO ... 0.871 eV

*B*
# C4H12N4

A 2-piece molecular cluster, C4H12N4 overall (ωB97M-V/def2-TZVPD, OMol25).

Each line ends with the Mulliken charge.
Positions of all 20 atoms, in Å:
C1 0.526 0.181 -1.090  1.113
N1 -1.737 -1.372 0.937  -0.720
N2 -0.863 0.612 1.891  -0.039
C2 -0.776 -0.630 1.308  -0.019
C3 -0.542 -0.276 -2.040  -1.232
N3 0.227 1.378 2.339  -0.721
H1 -1.741 1.114 1.856  0.200
H2 0.206 -1.086 1.409  0.483
H3 0.753 0.850 3.031  0.251
C4 1.728 -0.711 -0.998  -1.424
H4 1.413 -1.726 -0.759  0.355
H5 -2.638 -0.896 0.912  0.195
N4 0.597 1.343 -0.564  -0.743
H6 -0.192 1.951 -0.781  0.171
H7 2.417 -0.342 -0.243  0.340
H8 2.245 -0.738 -1.956  0.412
H9 -1.218 0.534 -2.311  0.346
H10 0.838 1.575 1.538  0.347
H11 -1.127 -1.051 -1.538  0.326
H12 -0.115 -0.711 -2.941  0.357

Computed properties:
E_HOMO ... -8.93 eV
SMILES ... [H]/N=C\NN.CC(C)=N
E_LUMO ... 1.021 eV

*C*
# C4H12N4

A 2-piece molecular cluster, C4H12N4 overall (ωB97M-V/def2-TZVPD, OMol25).

Each line ends with the Mulliken charge.
Positions of all 20 atoms, in Å:
N1 -0.372 0.003 2.133  -0.003
H1 1.251 0.800 -1.061  0.268
H2 1.940 1.841 1.440  0.241
H3 -1.141 0.536 -2.411  0.296
N2 0.930 1.687 1.411  -0.594
H4 2.058 -1.658 -0.978  0.323
H5 -1.421 -0.547 -1.056  0.331
H6 -1.297 -1.507 1.082  0.155
C1 -0.834 0.314 -1.387  -0.695
H7 0.952 -0.219 -2.453  0.381
H8 -1.766 -1.245 2.868  0.273
C2 0.676 -0.056 -1.416  -0.210
H9 -1.163 1.293 0.399  0.286
H10 0.357 -2.104 -0.792  0.322
H11 1.153 -1.115 0.431  0.285
H12 -0.661 2.259 -0.811  0.281
N3 0.674 0.535 1.821  0.134
C3 1.072 -1.306 -0.634  -1.198
C4 -1.168 -0.971 2.011  -0.271
N4 -1.240 1.458 -0.598  -0.604

Computed properties:
E_HOMO ... -8.64 eV
SMILES ... [H]/N=N/N=C.CCCN
E_LUMO ... 0.477 eV

*D*
# C4H12N4

A 2-piece molecular cluster, C4H12N4 overall (ωB97M-V/def2-TZVPD, OMol25).

Each line ends with the Mulliken charge.
Positions of all 20 atoms, in Å:
C1 -0.671 2.533 -0.400  -0.714
H1 0.498 -2.800 0.328  0.229
N1 1.489 -0.623 -1.665  -0.524
H2 0.571 -2.913 -1.327  0.223
H3 -1.271 3.295 -0.902  0.330
N2 2.250 -0.815 0.547  -0.721
H4 -1.240 -1.230 2.194  0.268
C2 -1.681 -0.397 1.603  -0.896
H5 0.046 0.927 1.473  0.261
H6 1.759 0.342 -1.609  0.230
C3 -0.986 0.665 1.122  0.124
N3 1.057 -2.634 -0.501  -0.585
H7 0.096 2.101 -1.063  0.153
H8 2.375 -1.557 1.255  0.234
C4 1.649 -1.348 -0.480  0.729
H9 -2.738 -0.523 1.395  0.250
H10 -0.073 3.022 0.380  0.290
H11 0.749 -0.847 -2.291  0.197
H12 -2.336 1.234 -0.292  0.241
N4 -1.543 1.567 0.233  -0.319

Computed properties:
E_HOMO ... -7.81 eV
SMILES ... N=C(N)N.C=CNC
E_LUMO ... 0.776 eV

Which of them is least stable? Easy: *C*.